1.
A single C11H14FN molecule. Source: OMol25; level of theory: ωB97M-V/def2-TZVPD.

charge: 0
energy relative to the best compared isomer or geometry (same formula, charge and spin): 104.8 kcal/mol
calculated total energy: -15837.3462 eV
2S+1: 1
frontier orbital gap: 9.56 eV
SMILES string: Fc1ccc(C2CCNCC2)cc1
max |F|: 0.11451 hartree/bohr

Cartesian coordinates (Å):
1 F 4.6097 -1.3073 -1.1611
2 N -2.4177 0.6961 1.6207
3 C 1.5902 -0.0681 0.5306
4 C -1.1252 1.6266 -0.1197
5 C 2.5598 -0.7837 -2.1076
6 C 2.9334 -0.4885 0.3137
7 C -0.7850 0.2259 -0.6506
8 C -2.1264 -0.8511 1.2031
9 C 3.3590 -0.8366 -1.0015
10 C 1.2057 -0.5565 -1.9072
11 C -1.2691 1.5901 1.4084
12 C -1.8274 -0.9068 -0.3960
13 C 0.6722 -0.0640 -0.5909
14 H 3.6225 -0.7446 1.0996
15 H -3.0162 -1.3969 1.4874
16 H -1.3460 -0.9404 1.8505
17 H -2.0817 2.2133 -0.4726
18 H 1.2258 -0.0156 1.6433
19 H 3.0950 -0.8506 -3.0889
20 H -0.9713 0.2564 -1.7774
21 H -0.4061 1.5457 2.0504
22 H 0.4325 -0.7219 -2.7365
23 H -2.0344 0.5912 2.6912
24 H -1.7603 2.5504 1.8320
25 H -0.0366 2.1137 -0.0913
26 H -2.6817 -0.9396 -1.1561
27 H -1.4207 -1.9375 -0.4735

Atomic forces in eV per Å
0.27 0.25 0.07
1.83 -2.95 4.60
-0.75 -1.04 0.06
2.42 1.82 2.00
-0.03 0.13 -1.04
-0.81 -0.62 -1.79
-2.17 -0.01 -3.45
-2.90 3.99 -3.22
-0.29 0.65 2.41
-1.59 1.28 1.46
-3.36 2.11 -1.29
0.32 -1.04 3.08
2.75 -2.43 -1.31
0.02 0.36 0.37
0.02 -0.15 0.16
2.70 -1.86 0.95
2.31 -1.30 -0.01
0.67 0.37 -2.43
-1.02 -0.50 0.81
0.52 0.73 1.21
0.87 -1.02 -0.15
1.45 0.60 1.17
-2.91 -0.15 -2.26
1.07 -0.81 -1.12
-2.52 0.19 -1.47
0.75 0.71 1.65
0.41 0.68 -0.44

Mulliken population analysis, charges in e, atoms 1 to 5: number 1, F, carries -0.302; number 2, N, carries -0.569; number 3, C, carries 0.118; number 4, C, carries -0.515; number 5, C, carries -0.490


2.
A molecular structure, C18H51ClN6O6P2SbSi. Source: OMol25; level of theory: ωB97M-V/def2-TZVPD.

charge: -1
calculated total energy: -86233.3452 eV
2S+1: 1
frontier orbital gap: 4.19 eV
max |F|: 0.04435 hartree/bohr

Cartesian coordinates (Å):
1 Sb 1.6774 0.0802 3.7742
2 Cl 0.4889 2.3077 6.5144
3 P 2.3157 1.4724 5.7914
4 P 2.6644 -1.9224 4.9880
5 Si 0.4815 1.9323 2.5200
6 O -3.5859 -8.2336 8.9584
7 O 2.3621 3.6633 -1.5601
8 O 0.8662 3.7900 -7.7950
9 O 0.5965 -4.7262 6.8244
10 O 1.2503 3.3483 -12.0497
11 O 3.2803 2.7436 5.1599
12 N 2.2418 -2.0503 6.5300
13 N 1.3474 4.1882 -3.4874
14 N 0.4310 5.8657 -8.5143
15 N 3.4893 3.3403 -12.0301
16 N -5.6177 -7.6034 9.6525
17 N -1.2632 -5.2916 7.9376
18 C -0.3913 3.9637 -9.8244
19 C 0.9951 1.7842 0.6676
20 C -1.4363 -3.7777 6.0111
21 C 0.9361 3.7070 3.0359
22 C -4.6318 -8.5292 9.5131
23 C 2.2944 1.2119 -11.8002
24 C 0.7814 3.9457 -4.8050
25 C 1.9340 3.2981 -2.6414
26 C -6.9182 -7.7597 10.2754
27 C 4.8170 2.7605 -11.9500
28 C 2.0270 1.8631 -3.0904
29 C 0.3474 4.5126 -8.6351
30 C 2.2896 2.7080 -11.9703
31 C -0.6134 -4.6289 6.9429
32 C -1.4124 1.6296 2.6808
33 C -4.8840 -9.9092 10.0641
34 C -0.1102 6.8797 -9.3980
35 C -2.6821 -5.2959 8.2377
36 H -5.0544 -9.8639 11.1407
37 H 5.3669 2.9946 -12.8636
38 H -3.0505 -6.3209 8.1834
39 H 0.9977 2.7611 0.1900
40 H 0.8684 2.9070 -5.0992
41 H -2.8274 -4.9211 9.2555
42 H -1.8945 1.4214 1.7209
43 H 2.0134 1.3764 0.6492
44 H -1.4330 4.2939 -9.8080
45 H 0.3396 1.0521 0.1839
46 H 2.8018 0.7354 -12.6401
47 H -7.0584 -8.7652 10.6573
48 H 1.3004 4.5625 -5.5340
49 H 2.2143 -3.0780 4.2780
50 H -3.2384 -4.6716 7.5445
51 H 0.0925 4.2857 -10.7474
52 H -0.3715 2.8796 -9.7854
53 H -4.0113 -10.5274 9.8767
54 H 0.7045 7.5020 -9.7742
55 H 0.2699 4.3840 2.4697
56 H 3.2456 0.4972 3.0447
57 H -7.6969 -7.5459 9.5408
58 H 2.5128 1.2829 -2.3113
59 H 3.4104 4.3374 -12.1430
60 H 1.0305 1.4526 -3.2590
61 H -2.1688 -4.3913 5.4826
62 H -5.3811 -6.7055 9.2625
63 H -0.8038 7.5115 -8.8392
64 H 5.3477 3.1940 -11.1007
65 H -0.2748 4.2268 -4.7924
66 H -0.6512 -5.8375 8.5207
67 H -1.9149 2.4193 3.2487
68 H 4.1008 -1.9098 4.9026
69 H 2.7863 0.9378 -10.8662
70 H 1.7141 -2.8998 6.6753
71 H -0.6330 6.4354 -10.2380
72 H -1.5303 0.7165 3.2848
73 H -5.7451 -10.3637 9.5722
74 H -7.0100 -7.0496 11.0994
75 H 2.8719 3.5899 5.3203
76 H 1.9471 3.9961 2.7352
77 H 4.7746 1.6838 -11.8281
78 H -0.7774 -3.3141 5.2821
79 H 1.2685 0.8572 -11.7683
80 H 0.1147 -0.3891 4.4961
81 H 0.9389 6.1653 -7.6984
82 H 2.6180 1.7878 -4.0049
83 H 0.7750 3.9405 4.0905
84 H -1.9448 -2.9889 6.5667
85 H 1.3577 -1.0368 2.4189
86 H 1.3191 5.1245 -3.1202

Atomic forces in eV per Å
-0.87 0.07 -1.74
0.28 0.19 -0.57
1.42 0.25 1.77
-0.12 -0.62 2.08
-0.26 0.52 -0.87
-0.09 -0.34 0.11
0.12 0.11 -0.17
0.01 0.05 -0.21
-0.05 -0.23 0.00
0.32 -0.22 -0.40
-0.85 -0.81 0.05
0.12 0.26 -0.59
-0.01 -0.36 -0.09
-0.09 -0.13 -0.18
-0.08 -0.30 0.01
-0.03 -0.28 0.09
-0.11 0.20 -0.22
-0.20 0.25 0.12
-0.09 -0.33 1.07
0.00 0.02 -0.09
-0.54 0.42 -0.42
0.20 0.17 -0.14
-0.05 -0.06 0.01
0.03 0.57 0.49
0.07 0.15 0.29
0.18 0.41 -0.21
-0.09 0.47 -0.03
0.05 -0.11 -0.01
0.02 -0.24 0.17
-0.10 0.21 -0.02
0.24 0.09 -0.02
0.49 -0.32 0.36
0.02 -0.08 0.02
0.24 0.07 0.41
0.33 -0.26 0.14
-0.12 -0.07 -0.02
0.11 -0.13 0.05
-0.13 0.21 0.03
-0.11 -0.13 -0.23
0.06 0.00 0.01
-0.21 0.05 -0.05
-0.02 0.33 0.06
-0.07 0.14 -0.12
0.03 0.04 -0.06
0.04 0.25 -0.16
0.08 -0.06 0.09
0.06 -0.01 -0.02
-0.07 -0.17 -0.19
0.46 0.20 -0.38
0.12 0.07 -0.01
-0.30 -0.02 0.17
0.08 0.01 0.05
0.04 0.10 -0.05
-0.12 0.06 -0.13
0.08 -0.15 0.12
0.25 0.04 0.12
-0.12 -0.08 0.12
-0.03 0.10 0.07
0.03 0.05 0.01
0.04 -0.03 -0.12
-0.10 0.07 0.06
-0.02 0.05 0.00
-0.06 0.06 -0.16
0.11 -0.15 -0.01
-0.02 -0.12 -0.20
-0.01 -0.05 0.03
-0.04 0.03 -0.30
-0.17 -0.17 -0.56
0.07 -0.07 -0.07
-0.06 -0.13 0.15
0.03 -0.07 0.03
0.03 0.12 -0.08
-0.05 -0.02 0.12
-0.14 -0.10 0.06
-0.24 0.54 -0.04
0.03 -0.27 0.16
-0.07 0.01 0.00
0.07 0.01 0.09
-0.02 0.10 -0.01
0.07 -0.20 0.39
0.02 0.05 0.02
-0.12 -0.05 -0.07
0.09 -0.18 -0.01
-0.08 -0.01 -0.07
0.01 -0.10 -0.16
-0.02 0.04 0.03

Mulliken population analysis, charges in e, atoms 1 to 5: number 1, Sb, carries 0.290; number 2, Cl, carries -0.334; number 3, P, carries 0.017; number 4, P, carries 0.182; number 5, Si, carries 0.381


3.
A gas-phase ion, C7H12N3O2 (charge +1). Source: OMol25; level of theory: ωB97M-V/def2-TZVPD.

charge: +1
energy relative to the best compared isomer or geometry (same formula, charge and spin): 0.0 kcal/mol
calculated total energy: -16007.8431 eV
2S+1: 3
frontier orbital gap (spin up / spin down): 9.08 / 7.82 eV
max |F|: 0.06614 hartree/bohr

Cartesian coordinates (Å):
1 O -1.2358 2.6901 -0.9309
2 O -3.4461 -0.8408 0.7743
3 N -0.1793 0.9610 0.2559
4 N -2.3310 0.6776 -0.4512
5 N 1.1518 0.9506 0.3285
6 C -1.2288 1.4968 -0.3066
7 C 1.6049 0.0674 -0.7036
8 C -1.2100 -1.2978 0.4744
9 C 1.7453 0.8617 1.7122
10 C -0.3749 -1.6192 -0.7195
11 C 1.1698 -1.4381 -0.6037
12 C -2.4183 -0.5185 0.3174
13 H 2.7160 0.1281 -0.7011
14 H 1.3590 0.5376 -1.6177
15 H -0.5615 -2.6797 -1.0787
16 H -3.2333 1.0571 -0.6959
17 H 1.3216 0.1841 2.4431
18 H -0.7492 -0.9795 -1.5661
19 H -0.4274 3.1150 -0.5511
20 H 1.5091 1.8504 2.1328
21 H 1.4797 -2.0013 0.3020
22 H 2.7619 0.6603 1.4053
23 H 1.5231 -1.9629 -1.5243
24 H -0.9464 -1.9000 1.3044

Atomic forces in eV per Å
0.80 -0.76 1.66
-3.03 -0.60 1.11
-0.99 1.62 1.08
1.26 1.43 0.17
-2.76 -1.01 0.95
0.69 -1.42 -1.44
3.04 -1.51 0.18
0.87 -0.81 -1.56
-0.52 1.59 -1.34
-0.41 0.63 -1.47
-1.19 -0.15 -0.62
2.46 -0.23 0.04
-0.52 -0.22 0.15
-0.77 0.07 -1.19
0.12 0.96 0.67
-0.03 0.45 -0.01
-0.26 -0.81 -0.61
0.46 -0.63 0.47
-0.76 0.31 -0.81
0.89 -0.13 -0.03
0.40 0.69 -0.53
0.50 0.22 1.08
0.39 0.53 0.89
-0.64 -0.20 1.17

Mulliken population analysis, charges in e, atoms 1 to 5: number 1, O, carries -0.424; number 2, O, carries -0.452; number 3, N, carries -0.109; number 4, N, carries -0.054; number 5, N, carries 0.127